No. 1
59
Properties=species:S:1:pos:R:3:forces:R:3 method="wB97M-V/def2-TZVPD" e_lumo_ev="-2.629 / -2.779" total_charge=+1 multiplicity=2 gap_ev="7.05 / 5.98" homo_ev="-9.684 / -8.755"
V 0.516 -0.089 -0.124 0.35 -0.33 -1.28
C -1.038 -2.856 -0.464 -0.06 0.25 0.18
C 0.322 -3.459 -0.761 0.12 -0.09 -0.07
C 1.209 -2.730 -1.745 0.00 0.20 0.37
C 1.608 -3.352 -2.913 0.08 -0.13 -0.02
C 2.565 -2.758 -3.721 0.01 -0.06 -0.08
C 3.128 -1.566 -3.309 0.03 0.02 0.03
C 2.648 -0.980 -2.154 -0.10 0.03 0.12
N 1.672 -1.509 -1.397 -0.17 0.02 -0.38
N -0.960 -1.662 0.412 -0.04 0.17 0.22
C -2.257 -0.925 0.389 0.13 -0.20 0.00
C -2.112 0.374 1.127 0.30 -0.13 0.00
C -3.106 0.917 1.914 -0.15 0.01 -0.10
C -2.867 2.117 2.565 -0.04 0.05 0.04
C -1.621 2.702 2.433 0.04 0.06 0.03
C -0.664 2.076 1.659 0.06 -0.17 -0.17
N -0.893 0.931 0.997 -0.51 0.48 0.75
C -0.578 -2.028 1.817 -0.04 -0.05 -0.20
C 0.878 -1.770 2.156 -0.07 0.37 -0.35
C 1.560 -2.483 3.122 -0.14 -0.16 0.10
C 2.864 -2.140 3.439 0.03 0.01 0.01
C 3.452 -1.083 2.761 0.13 0.04 0.02
C 2.734 -0.421 1.790 -0.40 -0.13 0.04
N 1.458 -0.751 1.481 0.59 -0.30 0.88
H -1.664 -3.605 0.031 -0.05 -0.06 -0.04
H -1.548 -2.566 -1.384 0.06 0.02 -0.05
H 0.176 -4.471 -1.137 -0.07 0.00 0.00
H 0.878 -3.569 0.175 0.03 -0.02 -0.01
H 1.190 -4.317 -3.167 0.01 0.01 -0.02
H 2.881 -3.235 -4.639 0.00 0.00 0.02
H 3.914 -1.080 -3.870 -0.02 -0.01 0.00
H 3.048 -0.031 -1.822 -0.03 0.02 -0.01
H -3.071 -1.523 0.807 0.00 -0.07 0.02
H -2.491 -0.738 -0.662 -0.05 0.06 -0.01
H -4.058 0.410 2.002 0.01 0.02 0.00
H -3.633 2.581 3.172 0.00 -0.03 -0.01
H -1.375 3.631 2.930 -0.03 -0.01 0.00
H 0.328 2.491 1.548 0.00 0.00 0.02
H -0.833 -3.072 2.009 0.01 -0.04 0.02
H -1.192 -1.426 2.486 0.03 0.02 0.07
H 1.059 -3.297 3.632 0.03 0.01 -0.01
H 3.408 -2.685 4.198 -0.01 0.01 -0.02
H 4.467 -0.773 2.972 -0.03 -0.02 0.01
H 3.164 0.400 1.230 -0.01 0.01 -0.02
C 1.151 1.719 -1.108 -0.27 0.30 -0.21
C -0.011 2.634 -1.329 0.24 -0.23 0.09
C -1.135 2.180 -2.031 -0.09 -0.01 -0.09
C -2.278 2.945 -2.155 0.03 -0.07 0.01
C -2.330 4.211 -1.572 -0.38 0.15 -0.09
C -1.216 4.699 -0.902 0.13 0.02 0.06
C -0.075 3.919 -0.791 -0.04 0.13 0.06
C -3.540 5.000 -1.667 0.31 -0.15 0.05
N -4.505 5.620 -1.726 0.02 -0.03 0.00
H 2.002 2.257 -0.677 -0.03 0.02 0.02
H 1.476 1.362 -2.094 -0.02 -0.02 0.01
H -1.110 1.199 -2.501 0.03 -0.02 0.00
H -3.136 2.572 -2.699 0.01 0.00 0.00
H -1.245 5.691 -0.470 0.01 0.00 0.00
H 0.788 4.314 -0.267 -0.01 0.02 -0.02

No. 2
12
Properties=species:S:1:pos:R:3:forces:R:3 method="wB97M-V/def2-TZVPD" e_lumo_ev=-0.166 e_above_lowest_ev=5.579 gap_ev=9.18 homo_ev=-9.347
C 0.095 0.432 -0.005 1.82 3.97 -0.78
C -1.938 -0.971 -0.016 -0.24 2.01 -0.32
H 2.683 0.420 1.531 0.46 -2.70 -1.99
H 1.927 1.504 -0.505 -1.81 -2.47 0.25
H -1.354 1.679 0.184 -1.01 -0.02 0.35
H 0.180 -1.664 -0.824 -2.61 3.13 3.86
H -2.314 -2.065 -0.941 0.83 3.29 3.16
N 1.512 0.500 -0.413 -0.46 0.28 -0.41
N -0.364 1.667 0.080 0.94 -3.52 -0.12
N -0.447 -0.893 0.106 -0.03 -2.02 -4.30
O -2.622 -0.051 0.513 2.33 -4.91 -2.56
S 2.643 -0.560 0.290 -0.22 2.97 2.86

No. 3
17
Properties=species:S:1:pos:R:3:forces:R:3 method="wB97M-V/def2-TZVPD" e_lumo_ev=0.362 e_above_lowest_ev=2.238 gap_ev=8.82 homo_ev=-8.458
C -0.528 1.083 -0.342 1.72 -1.83 -1.33
C 1.102 1.035 2.120 -1.31 -1.07 1.60
C -0.972 -1.188 -2.308 -0.17 3.23 2.95
N 1.110 -1.088 -0.117 1.32 2.28 0.63
O -0.889 -0.961 1.460 -1.44 -0.99 1.34
O -3.041 -0.116 -0.732 1.35 0.13 -0.21
P 0.156 -0.108 0.949 2.25 1.48 -1.64
P -1.607 -0.176 -1.145 -1.53 -0.52 -1.25
H -1.164 1.905 -0.072 -0.11 0.32 0.52
H 0.316 1.392 -1.064 -1.33 -0.36 1.09
H 1.280 1.990 1.671 -0.34 0.67 -0.31
H 0.635 1.140 3.193 0.29 -0.18 -2.35
H 2.072 0.670 2.352 0.97 -0.75 -0.03
H -1.638 -1.792 -2.766 -1.80 -1.98 -1.53
H 0.001 -0.995 -2.621 1.45 -0.11 -0.49
H 1.189 -2.088 -0.048 -0.48 -0.07 0.53
H 1.977 -0.702 -0.531 -0.84 -0.23 0.47

No. 4
23
Properties=species:S:1:pos:R:3:forces:R:3 method="wB97M-V/def2-TZVPD" e_lumo_ev=-2.480 total_charge=+1 e_above_lowest_ev=8.079 gap_ev=13.30 homo_ev=-15.777
C -2.387 -0.608 0.474 1.16 1.65 2.82
C -1.071 -0.469 1.288 -0.59 0.95 -0.98
N -0.024 0.079 0.353 -0.17 1.95 1.29
O 1.085 0.308 1.150 -0.01 -1.93 0.27
C 1.815 1.477 0.928 -0.75 0.82 2.52
O -0.508 1.274 -0.140 -1.17 1.20 2.90
C -0.296 1.605 -1.467 -0.34 1.32 -0.43
O 0.217 -0.761 -0.632 -1.28 -0.30 -2.28
C 1.420 -1.506 -0.635 -1.12 -1.18 0.43
H -2.260 -1.289 -0.295 0.12 -1.10 -1.70
H -3.070 -1.023 1.197 -0.70 0.07 -0.02
H -2.648 0.428 0.171 -0.28 -1.00 0.05
H -0.538 -1.291 1.667 0.05 -1.88 0.21
H -1.075 0.188 2.150 -0.45 0.58 -0.27
H 2.554 1.410 1.743 -0.35 0.66 -0.50
H 1.097 2.266 0.925 -0.09 1.13 1.23
H 2.206 1.625 0.008 2.00 -0.63 -3.10
H 0.721 1.684 -1.618 2.24 -0.68 -1.23
H -0.627 2.613 -1.744 -0.52 -0.06 1.16
H -0.905 0.946 -1.967 -0.51 -1.56 -2.31
H 1.121 -2.315 -1.316 0.90 0.42 -0.09
H 1.495 -1.908 0.347 0.71 -0.63 0.69
H 2.217 -0.857 -0.865 1.18 0.19 -0.67

No. 5
17
Properties=species:S:1:pos:R:3:forces:R:3 method="wB97M-V/def2-TZVPD" e_lumo_ev=1.123 e_above_lowest_ev=3.269 gap_ev=8.04 homo_ev=-6.915
C -1.242 -0.406 -1.371 1.13 0.19 0.66
N -0.069 -0.630 -0.503 -1.28 0.32 0.47
N 0.888 -1.600 -0.909 1.13 -0.16 -0.19
C 0.302 0.378 0.499 -0.01 -0.67 -0.92
N 1.663 0.313 0.867 0.60 -1.40 0.21
C -0.764 0.798 1.472 1.18 1.35 -0.75
N -0.219 1.666 0.330 -1.86 0.31 -0.56
H -2.143 -0.379 -0.755 -0.11 0.10 -0.13
H -1.139 0.535 -1.917 -0.21 -0.05 -0.06
H -1.358 -1.221 -2.092 0.22 0.03 0.24
H 1.212 -2.081 -0.066 -0.37 -0.10 -0.28
H 0.431 -2.297 -1.502 0.02 0.42 0.43
H 2.292 -0.061 0.162 -0.20 0.42 0.34
H 2.030 0.923 1.585 -0.25 -0.17 -0.44
H -1.796 0.539 1.289 -0.02 -0.14 0.11
H -0.509 1.076 2.484 0.13 -0.11 0.12
H 0.422 2.447 0.428 -0.11 -0.34 0.74

No. 6
37
Properties=species:S:1:pos:R:3:forces:R:3 method="wB97M-V/def2-TZVPD" e_lumo_ev=-2.913 total_charge=+1 e_above_lowest_ev=4.610 gap_ev=10.46 homo_ev=-13.369
O -0.081 0.105 -0.034 4.52 2.57 -2.14
H -0.480 -0.232 -0.754 -2.59 -2.83 -4.48
H -0.556 0.692 0.401 -4.37 5.98 2.67
H 0.104 -0.394 0.672 1.95 -5.37 4.00
O -0.059 1.765 -2.983 1.12 2.91 -0.03
H -0.416 0.912 -2.968 -0.44 -2.02 0.12
H 0.895 1.689 -3.110 -0.32 -0.03 0.02
O -0.757 1.167 2.612 -2.64 1.90 -2.43
H -0.161 1.247 3.336 0.76 0.40 0.73
H -1.216 2.066 2.395 1.58 -2.27 1.03
O -0.134 -2.258 3.160 1.77 -1.16 -0.64
H 0.053 -1.348 2.954 -0.24 1.05 0.16
H 0.774 -2.598 2.902 -1.60 0.10 0.63
O -1.699 -1.963 0.230 -4.94 5.57 -2.11
H -1.355 -2.641 0.648 3.14 -5.33 3.35
H -2.530 -1.805 0.770 1.35 -0.17 -1.09
O 2.463 0.589 0.169 2.72 -4.75 -1.06
H 2.488 1.514 0.136 0.88 2.14 -0.67
H 3.325 0.064 -0.253 -3.32 2.90 1.84
O -0.871 -0.685 -2.678 -2.24 0.53 2.32
H -1.832 -0.471 -2.679 0.72 -0.38 -0.03
H -0.659 -0.913 -3.549 0.59 -0.76 -2.07
O 1.499 -1.732 -2.397 -1.75 0.61 1.87
H 2.299 -1.537 -2.798 2.56 0.55 -1.19
H 1.198 -2.530 -2.781 -0.48 -1.37 -0.66
O 1.016 -2.124 0.508 0.39 -1.66 -2.33
H 1.157 -1.898 -0.449 0.36 0.63 0.78
H 0.917 -3.083 0.277 -0.01 0.70 1.31
O 1.708 0.135 2.931 -2.00 -1.83 -3.94
H 1.978 0.517 2.058 0.34 -0.27 1.34
H 2.076 0.495 3.669 2.08 1.84 2.71
O -0.388 3.388 0.234 4.32 7.07 4.34
H -0.641 4.392 0.076 1.03 -3.07 0.65
H -0.953 2.985 -0.265 -5.38 -4.09 -4.99
O -2.669 1.396 -0.833 -0.41 -2.50 2.72
H -3.421 1.063 -0.247 1.54 0.61 -1.09
H -3.089 2.016 -1.370 -0.99 1.79 -1.64

No. 7
15
Properties=species:S:1:pos:R:3:forces:R:3 method="wB97M-V/def2-TZVPD" e_lumo_ev=0.960 e_above_lowest_ev=1.764 gap_ev=9.91 homo_ev=-8.953
C 0.206 1.157 -0.745 -0.97 -0.31 1.43
C 0.206 0.086 0.025 3.69 -0.90 0.39
C -0.818 -0.559 0.897 -1.14 -0.41 -0.96
C -2.263 -0.384 0.307 1.41 0.12 -0.01
O 1.715 -0.543 0.197 -4.87 0.38 0.80
P 2.709 -0.251 -1.022 0.74 -0.48 -1.21
H 1.079 1.383 -1.277 0.90 0.70 -0.67
H -0.544 1.921 -0.621 -0.56 -0.22 -0.61
H -0.702 -1.655 0.978 0.63 0.64 0.08
H -0.834 -0.105 1.883 0.33 -0.16 0.24
H -2.894 -1.134 0.711 -0.86 -0.23 1.10
H -2.343 -0.616 -0.730 0.58 -0.04 -1.10
H -2.614 0.625 0.407 -0.45 0.36 0.39
H 3.808 -0.853 -0.413 0.37 -0.69 0.05
H 3.288 0.929 -0.598 0.21 1.25 0.08

No. 8
7
Properties=species:S:1:pos:R:3:forces:R:3 method="wB97M-V/def2-TZVPD" e_lumo_ev=-0.126 e_above_lowest_ev=3.140 gap_ev=8.28 homo_ev=-8.410
F 0.900 -1.184 1.008 0.77 -0.62 -0.76
P 0.526 -0.324 -0.293 0.34 -0.79 2.13
C -0.945 0.281 0.458 -0.69 0.97 -1.46
F -2.109 -0.129 -0.112 -0.20 -0.13 0.33
Cl -0.885 2.061 0.413 -0.22 0.21 0.13
H 1.564 0.572 -0.242 0.29 0.54 -0.14
H 0.949 -1.278 -1.233 -0.28 -0.18 -0.23